[1]
The following is a quantum chemistry calculation of a single C7H12OSi molecule, from the Open Molecules 2025 dataset.

Positions of all 21 atoms, in Å:
1 C 1.19409 1.67802 0.46922
2 C 0.39362 2.16677 1.64541
3 C 0.89842 3.03403 2.46826
4 C 1.23896 0.57185 -0.40088
5 C 0.61717 -2.29354 -1.36627
6 C -1.59542 -0.12185 -1.62073
7 C -0.88730 -1.20329 1.09286
8 O 1.21228 3.75747 3.32436
9 Si -0.09688 -0.69766 -0.59668
10 H 2.17632 2.23717 0.46849
11 H -0.56572 1.64943 1.72942
12 H 1.94606 0.64722 -1.17948
13 H 1.32784 -2.48624 -0.67731
14 H -0.32374 -2.85490 -1.53627
15 H 1.00322 -2.05348 -2.32347
16 H -1.26128 -0.00544 -2.63437
17 H -2.16208 -0.99247 -1.73072
18 H -2.10074 0.74838 -1.22129
19 H -0.65396 -0.37766 1.83834
20 H -1.94648 -1.30738 0.94429
21 H -0.41437 -2.09644 1.30683

Atoms 1-6, force components in eV/Å:
C 2.0630 0.5781 1.1614
C -1.2405 -4.7685 -4.8946
C 2.2493 1.4694 -0.0968
C -2.3706 1.5821 1.6815
C -3.8916 2.6126 -1.5283
C 2.1959 0.5289 0.1107

Results
**Max |F|**: 6.95 eV/A
**E_HOMO (alpha / beta)**: -0.2114 / -0.3772 Ha
**E_LUMO (alpha / beta)**: 0.7 / -2.4 eV
**Spin multiplicity**: 3
**HOMO-LUMO gap (alpha / beta)**: 6.4057 / 7.8243 eV
**Calculated total energy**: -638.474481 hartree

---

[2]
The following is a quantum chemistry calculation of a single C7H12S molecule, from the Open Molecules 2025 dataset.

Positions of all 20 atoms, in Å:
1 C -1.73828 -0.18286 2.47720
2 C -1.06935 -0.57991 1.36518
3 C 0.01778 -0.38894 0.46623
4 C 0.95064 -1.50859 0.54997
5 C 0.56968 1.11471 0.78797
6 S 1.02985 1.36797 -1.13575
7 C -0.32917 0.09250 -1.04084
8 C -0.43016 -1.04483 -2.15443
9 H -2.74645 -0.60452 2.73882
10 H -1.54192 0.79263 3.31046
11 H -1.66282 -1.45766 1.10405
12 H 1.32715 -1.60012 1.56519
13 H 1.83028 -1.59680 -0.23317
14 H 0.45613 -2.43952 0.44981
15 H 1.37507 1.45642 1.76776
16 H -0.43689 1.77411 1.08221
17 H -1.34731 0.67854 -0.78054
18 H -1.09476 -1.81998 -1.78329
19 H -1.02266 -0.76929 -3.06769
20 H 0.55988 -1.31371 -2.68934

Atoms 1-6, force components in eV/Å:
C 0.4587 3.4921 1.8994
C -4.5677 -2.1512 2.1907
C 2.0751 4.9269 -0.8303
C 3.2632 -1.2176 -0.8395
C 0.0201 1.7411 1.4709
S -1.2157 -0.8640 2.4748

Results
**Max |F|**: 5.50 eV/A
**E_HOMO**: -0.3174 Ha
**E_LUMO**: 0.7 eV
**Spin multiplicity**: 1
**HOMO-LUMO gap**: 9.3610 eV
**Structure (SMILES)**: C=C[C@]1(C)CS[C@H]1C
**Calculated total energy**: -671.926544 hartree

---

[3]
The following is a quantum chemistry calculation of a single C7H12Si molecule, from the Open Molecules 2025 dataset.

Positions of all 20 atoms, in Å:
1 C -4.15404 0.31176 0.32506
2 C -2.77444 -0.12088 0.11652
3 C -1.64353 -0.55348 -0.10423
4 Si 0.06247 -0.90843 -0.74637
5 C 1.19881 -1.18956 0.75952
6 C 2.43169 -0.29193 0.55687
7 C 2.06542 1.10208 0.01681
8 C 1.07968 0.78633 -1.11116
9 H -4.54873 -0.67926 0.54920
10 H -4.10202 0.96912 1.07751
11 H -4.45305 0.78396 -0.61924
12 H -0.19347 -1.57604 -2.03958
13 H 1.51050 -2.27624 0.96228
14 H 0.82672 -0.62801 1.64656
15 H 2.95863 -0.88366 -0.12677
16 H 2.98694 -0.18967 1.40629
17 H 1.58945 1.63558 0.91266
18 H 2.92657 1.57616 -0.21840
19 H 0.49120 1.57322 -1.25889
20 H 1.74120 0.55897 -2.10462

Atoms 1-6, force components in eV/Å:
C 1.6775 -2.7598 -3.0824
C 2.8880 -0.7275 -0.8256
C -1.5440 0.8154 -0.0261
Si 0.3059 2.9478 1.0963
C 0.5020 -0.6665 0.8929
C -1.4532 -0.3603 -1.8702

Results
**Max |F|**: 5.22 eV/A
**E_HOMO**: -0.3361 Ha
**E_LUMO**: 1.0 eV
**Spin multiplicity**: 1
**HOMO-LUMO gap**: 10.1124 eV
**Structure (SMILES)**: CC#C[SiH]1CCCC1
**Calculated total energy**: -563.296370 hartree

---

[4]
The following is a quantum chemistry calculation of C7H13B2CuN2O4 as an isolated structure, from the Open Molecules 2025 dataset.

Positions of all 29 atoms, in Å:
1 C 0.81327 3.01134 0.69079
2 C -0.56274 2.68400 0.42205
3 B -1.32964 1.35650 1.07194
4 O -2.08629 0.68895 -0.01623
5 C -1.64342 -0.69977 -0.16999
6 N -2.62949 -1.52750 0.61018
7 C -3.52095 -1.96261 -0.26773
8 O -4.21678 -2.33722 -1.24917
9 C -0.09420 -0.64441 0.29652
10 C 0.60584 -1.94323 0.93800
11 C 1.99825 -1.54062 1.70652
12 B 0.75756 -0.26857 -1.07696
13 N 0.25172 0.77293 -2.08032
14 O 2.02520 -0.91888 -1.40976
15 O -0.20008 0.42583 1.29082
16 H 1.47828 2.44226 1.43911
17 H 1.25510 3.93600 0.15040
18 H -1.13295 3.35467 -0.31113
19 H -1.97057 1.65709 2.02250
20 H -1.70046 -1.14962 -1.22566
21 H -0.03757 -2.50188 1.71326
22 H 0.83753 -2.67864 0.08903
23 H 1.81619 -1.71256 2.84031
24 H 2.26931 -0.42541 1.57047
25 H 2.87638 -2.23269 1.40637
26 H 0.71657 0.55426 -3.00061
27 H 0.67637 1.69511 -1.81717
28 H 2.78214 -0.30200 -1.27116
29 Cu -0.03457 0.26667 -4.36237

Atoms 1-6, force components in eV/Å:
C -2.9071 -0.3548 -0.8340
C 4.5237 2.5523 -0.0224
B 1.0576 -2.8322 -2.3468
O 0.7504 -1.3515 -0.2066
C -0.1065 0.5354 -0.4699
N -3.5050 -2.0532 -3.8769

Results
**Max |F|**: 8.05 eV/A
**E_HOMO (alpha / beta)**: -0.4694 / -0.4643 Ha
**E_LUMO (alpha / beta)**: -6.8 / -6.8 eV
**Total charge**: +1
**Spin multiplicity**: 2
**HOMO-LUMO gap (alpha / beta)**: 6.0015 / 5.8527 eV
**Calculated total energy**: -2374.748236 hartree

---

[5]
The following is a quantum chemistry calculation of a 2-piece molecular cluster, C7H13BrF3O4PS overall, from the Open Molecules 2025 dataset.

Positions of all 30 atoms, in Å:
1 C -1.18173 -1.79189 2.76656
2 O -1.91432 -1.57312 1.52979
3 C -1.64982 -0.30344 1.00867
4 P -1.20472 -0.30097 -0.79669
5 Br -2.94523 -1.08312 -1.98202
6 C -0.91673 1.47661 -1.24455
7 C 0.17686 1.99675 -0.25576
8 C 1.44148 2.51645 -0.96152
9 F 1.27162 3.28885 -2.06573
10 C 2.61054 2.18629 -0.46614
11 F 2.70097 1.82192 0.77278
12 F 3.71451 2.15488 -1.21446
13 S 0.63936 -1.33077 -1.26492
14 C 0.34671 -2.97526 -1.96495
15 O 1.50607 -1.46561 -0.11088
16 O 1.36062 -0.55684 -2.26208
17 H -1.75728 -2.47370 3.42637
18 H -0.21319 -2.26045 2.48614
19 H -1.00975 -0.86051 3.34201
20 H -0.81526 0.23926 1.54536
21 H -2.54692 0.35756 1.12548
22 H -0.66259 1.55862 -2.31722
23 H -1.86501 1.99700 -0.98460
24 H -0.26428 2.83395 0.32124
25 H 0.55588 1.20816 0.43254
26 H 1.13848 -3.12355 -2.72901
27 H -0.62208 -3.06893 -2.49993
28 H 0.42563 -3.77925 -1.20659
29 O 0.44291 1.83369 2.98566
30 H 1.23727 1.47741 2.58441

Atoms 1-6, force components in eV/Å:
C 0.5105 -0.5067 0.4250
O 0.1940 0.5098 0.1239
C -0.0154 0.0863 0.5961
P -1.9408 1.5138 0.3437
Br 1.0852 0.2130 0.4978
C 0.0705 -0.5342 0.4094

Results
**Max |F|**: 5.19 eV/A
**E_HOMO**: -0.2262 Ha
**E_LUMO**: -2.2 eV
**Spin multiplicity**: 1
**HOMO-LUMO gap**: 3.9305 eV
**Calculated total energy**: -4188.375044 hartree

---

[6]
The following is a quantum chemistry calculation of a 4-piece molecular cluster, C7H13Cl2FN2O7 overall, from the Open Molecules 2025 dataset.

Positions of all 32 atoms, in Å:
1 O -2.75479 0.84681 -1.32999
2 C -2.39608 -0.08210 -1.97470
3 O -2.65877 -0.24333 -3.30861
4 C -1.71527 -1.21794 -3.75713
5 C -1.66944 -2.09807 -2.50195
6 F -0.49126 -2.79953 -2.54346
7 O -1.63371 -1.09689 -1.50960
8 H -1.99540 -1.82734 -4.61209
9 H -0.72140 -0.78969 -3.89804
10 H -2.53567 -2.76091 -2.50841
11 C 2.52423 0.48402 -0.23534
12 N 3.13070 1.28898 -1.35550
13 O 3.79078 0.70700 -2.18235
14 O 2.93976 2.47639 -1.32186
15 H 2.61206 1.06012 0.67739
16 H 2.92452 -0.51812 -0.21343
17 H 1.48158 0.51269 -0.55162
18 C -0.92088 2.72862 3.02532
19 N 0.31281 2.51975 2.21540
20 O 1.33982 2.96553 2.65729
21 O 0.23910 1.86400 1.20429
22 H -1.75919 2.26632 2.51704
23 H -1.02610 3.81231 3.00012
24 H -0.75393 2.35386 4.02767
25 Cl 2.18994 -2.34604 1.61682
26 C 0.81429 -1.45935 2.28886
27 C -0.36561 -1.61270 1.34667
28 Cl -1.82304 -0.97177 2.07723
29 H 1.08249 -0.41223 2.40548
30 H 0.58319 -1.89983 3.25570
31 H -0.56030 -2.65069 1.08229
32 H -0.18444 -1.09987 0.40654

Atoms 1-6, force components in eV/Å:
O 0.0460 -0.4799 -0.1353
C -0.4494 1.4372 -0.1444
O 0.3471 -0.0068 -0.0047
C 0.0683 -1.0872 0.7617
C 1.4173 0.6566 -2.2671
F -0.6288 0.0418 0.7763

Results
**Max |F|**: 2.75 eV/A
**E_HOMO**: -0.3959 Ha
**E_LUMO**: 0.2 eV
**Spin multiplicity**: 1
**HOMO-LUMO gap**: 10.9348 eV
**Structure (SMILES)**: O=C1OC[C@@H](F)O1.C[N+](=O)[O-].C[N+](=O)[O-].ClCCCl
**Calculated total energy**: -1930.777504 hartree

---

[7]
The following is a quantum chemistry calculation of a single C7H13ClOSi molecule, from the Open Molecules 2025 dataset.

Positions of all 23 atoms, in Å:
1 C 0.33683 2.41132 1.39924
2 C 0.27390 1.44092 0.70095
3 C 0.09492 0.31431 -0.19272
4 C 0.90675 0.50271 -1.46197
5 O -1.39267 0.36342 -0.65295
6 Si -2.61026 1.37844 -0.45549
7 Cl -4.13519 0.29081 -1.18501
8 C 0.29327 -1.01801 0.54205
9 C 0.26734 -2.21262 -0.40802
10 C 1.59667 -1.00209 1.34249
11 H 0.42143 3.23904 2.03880
12 H 0.70318 1.48802 -1.87776
13 H 0.63288 -0.24906 -2.19586
14 H 1.96845 0.42702 -1.23445
15 H -2.46463 2.58378 -1.26626
16 H -2.89787 1.70841 0.93500
17 H -0.54303 -1.11106 1.24405
18 H 1.15976 -2.23040 -1.02783
19 H 0.23695 -3.13464 0.16927
20 H -0.61278 -2.17295 -1.04346
21 H 2.45200 -0.83242 0.69216
22 H 1.58102 -0.22249 2.10199
23 H 1.73108 -1.96248 1.83579

Atoms 1-6, force components in eV/Å:
C 0.0765 -0.4214 -0.2158
C -0.1297 0.4806 0.2405
C -2.2771 0.1347 -0.8260
C -0.0811 -0.0216 0.0687
O 3.2113 -1.1928 0.4820
Si 0.0992 0.6172 0.2552

Results
**Max |F|**: 3.46 eV/A
**E_HOMO**: -0.3802 Ha
**E_LUMO**: 0.8 eV
**Spin multiplicity**: 1
**HOMO-LUMO gap**: 11.1768 eV
**Structure (SMILES)**: C#C[C@](C)(O[SiH2]Cl)C(C)C
**Calculated total energy**: -1099.456562 hartree

---

[8]
The following is a quantum chemistry calculation of C7H13F2N2OPtS3Sb as an isolated structure, from the Open Molecules 2025 dataset.

Positions of all 30 atoms, in Å:
1 Pt 1.83066 2.45435 0.24346
2 S 4.62046 -0.59625 2.61093
3 Sb 4.62357 1.53087 1.84122
4 S 2.36556 2.41509 2.42085
5 S 3.59876 1.29755 -0.52293
6 F -0.34069 4.17874 -0.24795
7 C 0.92965 4.25390 0.32076
8 F 1.60649 5.14978 -0.49056
9 H 0.80385 4.74979 1.28592
10 C -1.60655 0.74906 -2.01751
11 N -1.39390 -0.40651 -1.17471
12 C -1.65738 -1.70406 -1.75372
13 C -1.86552 -2.73043 -0.65911
14 C -0.67290 -2.69996 0.27435
15 N -0.44265 -1.35709 0.75532
16 C 0.45822 -1.22716 1.89153
17 C -0.74463 -0.23323 0.02847
18 O -0.43203 0.87942 0.42968
19 H -2.64239 0.77212 -2.36789
20 H -0.94570 0.72932 -2.89109
21 H -1.40323 1.64795 -1.44219
22 H -0.83323 -2.01366 -2.41323
23 H -2.55068 -1.62278 -2.37958
24 H -1.99157 -3.72620 -1.08668
25 H -2.77139 -2.48227 -0.10065
26 H 0.22059 -3.08545 -0.23838
27 H -0.84229 -3.34722 1.13915
28 H 0.03051 -1.73070 2.76214
29 H 0.61458 -0.17651 2.11432
30 H 1.43379 -1.66845 1.66807

Atoms 1-6, force components in eV/Å:
Pt -0.2470 -0.0290 -0.5280
S 0.0009 -0.0880 0.0430
Sb -0.0277 -0.0501 -0.1126
S 0.1208 0.1129 0.2814
S 0.1692 -0.0361 0.1788
F 0.0420 -0.1049 0.0378

Results
**Max |F|**: 0.58 eV/A
**E_HOMO (alpha / beta)**: -0.1454 / -0.1438 Ha
**E_LUMO (alpha / beta)**: 2.4 / 1.7 eV
**Total charge**: -1
**Spin multiplicity**: 2
**HOMO-LUMO gap (alpha / beta)**: 6.3794 / 5.6354 eV
**Calculated total energy**: -2213.249162 hartree

---

[9]
The following is a quantum chemistry calculation of a single C7H13F3O3SSi molecule, from the Open Molecules 2025 dataset.

Positions of all 28 atoms, in Å:
1 C -1.23141 -0.18592 -2.07797
2 C -1.51512 -0.30304 -0.48511
3 C -1.57240 -1.78714 -0.16287
4 C -2.85359 0.29127 -0.07178
5 Si -0.04870 0.48427 0.44188
6 C 0.41503 0.66373 2.40261
7 C 0.72254 2.16329 -0.32736
8 O 0.67751 3.21073 0.26452
9 S 1.80421 -0.73719 -0.01452
10 O 1.61913 -1.91509 0.86423
11 O 1.89498 -1.03976 -1.46934
12 C 3.55059 0.00305 0.27679
13 F 4.10386 -0.10417 1.51551
14 F 3.40862 1.35474 0.09861
15 F 4.37412 -0.49616 -0.62776
16 H -1.13816 0.80838 -2.36225
17 H -0.24259 -0.73120 -2.28321
18 H -2.16691 -0.58466 -2.54673
19 H -2.35635 -2.20153 -0.76172
20 H -1.82303 -1.92706 0.87558
21 H -0.65131 -2.17378 -0.48892
22 H -2.92722 0.41361 1.05696
23 H -3.00048 1.17657 -0.57662
24 H -3.71409 -0.24260 -0.56640
25 H 0.72120 -0.45006 2.51197
26 H 1.16514 1.41662 2.70820
27 H -0.36362 0.92240 3.09524
28 H 1.14805 1.97068 -1.28955

Atoms 1-6, force components in eV/Å:
C 0.0533 -2.2454 2.2113
C 0.2901 -0.4055 -1.0740
C -0.2872 1.0576 -0.0680
C -0.3354 -1.0225 0.7925
Si 1.5488 2.7273 1.7940
C -0.2668 -2.0189 -1.4325

Results
**Max |F|**: 3.89 eV/A
**E_HOMO**: -0.3442 Ha
**E_LUMO**: -0.1 eV
**Spin multiplicity**: 1
**HOMO-LUMO gap**: 9.2305 eV
**Structure (SMILES)**: CC(C)(C)[Si@](C)(C=O)S(=O)(=O)C(F)(F)F
**Calculated total energy**: -1487.427936 hartree

---

[10]
The following is a quantum chemistry calculation of a 2-piece molecular cluster, C7H13FN3O overall, from the Open Molecules 2025 dataset.

Positions of all 25 atoms, in Å:
1 C -0.17966 -0.59671 0.93899
2 C 0.46012 0.42126 0.31640
3 C -1.48897 0.22787 -0.72087
4 C 0.21094 -1.45133 2.12286
5 C 4.41615 1.90224 0.05396
6 C 1.88267 1.09937 0.65789
7 C 3.55028 0.90650 0.18544
8 N -1.43623 -0.68029 0.35364
9 N -0.36381 0.93973 -0.65405
10 N -4.22173 -1.18703 -2.19896
11 O -2.39067 0.43475 -1.55661
12 F 4.06682 -0.37355 0.25557
13 H 0.55542 -2.42170 1.86385
14 H -0.66997 -1.45074 2.68301
15 H 1.04968 -0.84468 2.67131
16 H -4.80273 -1.64516 -2.90203
17 H 3.97155 2.85074 -0.11347
18 H 5.42859 1.81928 0.02983
19 H 2.13508 0.86576 1.62791
20 H 1.86574 2.07114 0.35025
21 H -2.06125 -1.27444 0.85189
22 H -0.02819 1.72746 -1.22275
23 H -3.75050 -1.98167 -1.73599
24 H -4.90256 -0.78047 -1.56816
25 H -3.29675 -0.57834 -2.28993

Atoms 1-6, force components in eV/Å:
C 1.3910 0.6854 -0.0153
C 3.8571 -0.0774 1.2750
C -1.2959 -0.1208 0.5849
C 2.0097 3.1688 -0.6650
C -3.8651 -0.2084 -0.1434
C 1.0878 -3.3055 -2.7315

Results
**Max |F|**: 4.42 eV/A
**E_HOMO**: -0.4245 Ha
**E_LUMO**: -3.4 eV
**Total charge**: +1
**Spin multiplicity**: 1
**HOMO-LUMO gap**: 8.1763 eV
**Calculated total energy**: -613.596005 hartree